No. 1
Molecular formula: C19H32AlBr2FMgN4O10
Method: DFT, ωB97M-V with the def2-TZVPD basis set

Geometry (Å):
Br: -1.275 -3.535 2.416
Br: -5.065 -0.324 -2.111
Al: -0.756 -0.705 -1.833
Mg: 2.833 0.511 6.287
F: 0.126 1.127 4.058
O: 0.097 -5.963 1.995
O: 2.225 1.706 4.573
O: -0.224 -2.952 -2.378
O: 2.566 3.287 2.993
O: -1.522 3.603 -4.875
O: 4.273 2.620 4.305
O: -6.727 -1.659 0.248
O: -6.995 -1.214 -1.865
O: -6.647 0.368 -0.396
O: 1.222 3.582 -1.768
N: -0.863 1.456 -4.469
N: 4.533 4.776 -2.608
N: -6.786 -0.840 -0.649
N: -1.183 -0.103 0.782
C: 3.136 2.547 3.983
C: -2.541 -1.426 2.283
C: 0.558 -6.949 2.542
C: -0.485 -3.134 -1.074
C: -1.346 2.461 -5.248
C: 2.471 4.274 -1.749
C: -2.318 0.433 0.306
C: 1.162 -6.872 3.917
C: -0.671 0.105 -4.974
C: 0.545 -8.291 1.864
C: -3.587 0.100 0.760
C: 3.383 4.306 -3.039
C: -3.699 -0.844 1.763
C: 3.560 3.940 -0.649
C: -0.533 1.763 -3.090
C: 4.612 5.056 -1.130
C: 1.228 2.804 2.833
C: -1.310 -1.011 1.752
C: 0.947 2.183 4.168
H: 2.177 5.360 -1.628
H: 3.955 2.879 -0.699
H: 0.225 2.548 -3.074
H: 1.103 -5.845 4.282
H: 3.114 4.050 0.374
H: -1.280 -0.592 -4.393
H: 3.097 4.000 -4.078
H: 0.611 -7.519 4.602
H: 1.567 -8.652 1.737
H: 0.604 4.225 -2.170
H: -0.034 -9.000 2.459
H: 5.612 4.728 -0.751
H: -0.349 -2.240 -0.404
H: -1.516 -3.444 -0.801
H: -1.570 2.144 -6.278
H: -4.674 -1.128 2.142
H: 2.211 -7.170 3.879
H: -2.187 1.168 -0.482
H: 0.557 2.879 4.915
H: 0.383 -0.169 -4.879
H: 4.184 6.034 -0.778
H: 5.323 4.929 -3.246
H: -2.598 -2.167 3.078
H: 0.540 3.617 2.601
H: 0.081 -8.196 0.882
H: -0.380 -1.418 2.116
H: 1.202 2.077 2.017
H: -0.152 0.864 -2.562
H: -4.464 0.570 0.339
H: 0.109 -3.889 -0.523
H: -1.430 2.129 -2.579
H: -0.962 0.038 -6.022

HOMO-LUMO gap (eV): 1.964
LUMO energy (eV): -8.7
Total charge: +2
HOMO level (eV): -10.620



No. 2
Molecular formula: C4H7N3
Method: DFT, ωB97M-V with the def2-TZVPD basis set

Geometry (Å):
N: 0.187 0.072 0.700
N: 2.882 1.761 -0.261
N: 1.356 -1.428 -0.561
C: 2.154 0.866 -0.197
C: -1.040 -0.658 0.692
C: 1.229 -0.254 -0.067
C: -1.639 0.497 -0.407
H: 2.258 -1.550 -1.004
H: -0.967 1.309 -0.857
H: 0.076 0.987 1.090
H: -1.937 -0.095 -1.257
H: -1.237 -0.881 1.789
H: -2.435 1.043 0.071
H: -0.887 -1.670 0.269

HOMO-LUMO gap (eV): 9.649
LUMO energy (eV): 0.8
HOMO level (eV): -8.859
Structure (SMILES): [H]/N=C(\C#N)NCC
Relative energy (zero: lowest compared OMol25 entry of this formula, charge and spin) (kcal per mole): 58.99



No. 3
Molecular formula: C3H6O
Method: DFT, ωB97M-V with the def2-TZVPD basis set

Geometry (Å):
O: 1.812 -1.229 -0.905
C: -0.996 0.761 0.626
C: -0.093 0.111 -0.376
C: 0.973 -0.596 -0.015
H: -0.509 0.128 -1.383
H: 1.309 -1.892 -1.368
H: -0.560 1.178 1.535
H: -1.509 1.681 0.197
H: -1.947 0.266 0.775
H: 1.520 -0.409 0.914

HOMO-LUMO gap (eV): 10.062
LUMO energy (eV): 1.1
HOMO level (eV): -8.973
Structure (SMILES): C/C=C/O
Relative energy (zero: lowest compared OMol25 entry of this formula, charge and spin) (kcal per mole): 29.70



No. 4
Molecular formula: C25H40IrN5OSSe
Method: DFT, ωB97M-V with the def2-TZVPD basis set

Geometry (Å):
Ir: 0.069 -0.005 -0.509
Se: -2.547 -0.713 -2.966
S: 2.082 -0.794 -2.198
O: -0.394 -2.005 0.971
N: -0.614 4.199 2.145
N: 0.475 1.870 -2.075
N: -2.604 -2.185 -3.851
N: 2.209 1.115 0.102
N: -1.091 -1.236 -2.058
C: 0.533 -4.480 -2.555
C: 0.317 -3.255 -1.989
C: -1.393 -4.280 -4.012
C: -2.202 -3.204 2.206
C: -1.147 4.730 3.355
C: -1.192 1.201 0.808
C: -2.384 0.473 0.696
C: 2.136 0.551 -3.442
C: 3.307 0.145 0.158
C: -1.667 1.476 3.166
C: 2.543 2.285 -0.728
C: -0.320 -4.992 -3.558
C: -0.908 1.793 2.046
C: 1.326 2.886 -1.444
C: -3.159 0.186 1.812
C: -0.754 -2.469 -2.456
C: 3.590 -0.493 -1.204
C: -1.622 -2.994 -3.481
C: -2.773 0.653 3.055
C: -1.141 4.631 0.888
C: 0.680 -2.698 1.611
C: 0.084 2.947 2.169
C: 0.896 1.438 -3.413
C: -1.591 -2.779 0.876
C: 0.832 -2.305 3.076
H: 2.017 1.409 1.057
H: 1.367 -5.079 -2.219
H: 1.594 -2.438 1.066
H: 0.643 2.872 3.103
H: 3.017 3.076 -0.136
H: -1.615 -3.978 2.692
H: 4.268 0.100 -1.815
H: -0.451 2.273 -2.191
H: 0.943 -2.885 -1.194
H: -2.294 -2.140 0.342
H: 0.910 -1.224 3.168
H: 4.235 0.616 0.513
H: 3.267 1.969 -1.474
H: -0.020 -2.630 3.665
H: -2.303 -2.358 2.879
H: 4.056 -1.468 -1.067
H: -3.363 0.423 3.928
H: -0.118 -5.975 -3.952
H: -2.116 4.283 3.610
H: -1.515 3.776 0.313
H: -1.393 -3.669 0.264
H: -4.062 -0.394 1.703
H: -3.193 -3.607 2.015
H: -2.752 0.163 -0.280
H: 1.730 -2.759 3.485
H: -1.390 1.883 4.127
H: -1.295 5.806 3.257
H: 0.063 0.876 -3.843
H: 1.087 2.310 -4.055
H: 3.057 1.115 -3.311
H: 0.764 2.930 1.319
H: -0.455 4.544 4.175
H: 3.021 -0.625 0.877
H: -2.072 -4.668 -4.752
H: 1.685 3.615 -2.181
H: -1.951 5.341 1.026
H: 0.528 -3.777 1.514
H: 0.710 3.420 -0.722
H: -0.358 5.129 0.303
H: 2.178 0.050 -4.409

HOMO-LUMO gap (spin up / spin down) (eV): 5.512 / 5.259
LUMO energy (spin up / spin down) (eV): -7.0 / -7.3
Total charge: +2
HOMO level (spin up / spin down) (eV): -12.550 / -12.552



No. 5
Molecular formula: C28H37BCl3F4IrN3O6SeSi
Method: DFT, ωB97M-V with the def2-TZVPD basis set

Geometry (Å):
Ir: -0.648 1.094 0.958
Se: 0.266 0.120 -1.000
Cl: 2.804 -0.084 4.267
Cl: 0.110 -0.444 5.280
Cl: 1.638 1.876 6.041
Si: 2.210 3.004 0.121
F: 0.067 -1.750 1.551
F: 0.638 -2.954 3.442
F: 1.148 -3.759 1.353
F: -1.049 -3.686 2.037
O: -5.023 7.049 -1.315
O: -2.127 1.669 -0.319
O: 0.747 2.693 3.452
O: -1.839 1.972 2.390
O: -4.659 7.259 0.798
O: 0.384 0.640 2.576
N: 1.092 -2.577 -1.431
N: -4.595 6.651 -0.251
N: -1.011 -2.480 -0.847
C: -2.193 -1.589 -3.652
C: 0.585 -3.866 -1.540
C: -3.229 3.386 -1.440
C: -1.534 -4.946 -1.078
C: 1.189 -5.059 -1.914
C: 1.303 0.732 4.738
C: 3.394 -2.838 -0.547
C: -3.939 5.339 -0.236
C: 0.349 2.831 0.493
C: 3.337 2.301 1.424
C: -3.830 4.613 -1.434
C: -0.745 -3.806 -1.153
C: 0.771 1.488 3.483
C: 3.607 -1.883 0.623
C: -3.172 -1.067 -2.602
C: 0.399 -6.190 -1.868
C: 2.357 4.875 0.070
C: -3.396 -1.999 -1.409
C: 2.501 -2.241 -1.636
C: -2.464 3.036 2.208
C: -2.679 2.838 -0.254
C: -3.468 4.840 0.940
C: 0.113 -1.776 -0.999
C: 4.315 -2.570 1.781
C: 2.745 2.354 -1.554
C: -2.824 3.590 0.951
C: -2.295 -1.988 -0.357
C: -0.938 -6.135 -1.448
B: 0.205 -3.056 2.138
H: -2.415 -2.627 -3.911
H: 2.568 -1.153 -1.623
H: 4.520 -1.871 2.590
H: 3.693 -3.372 2.179
H: 1.720 5.307 -0.705
H: -1.156 -1.548 -3.319
H: -3.570 -3.018 -1.765
H: 4.189 -1.021 0.276
H: 0.188 3.444 1.381
H: -2.258 -0.999 -4.567
H: 2.881 1.273 -1.551
H: -2.848 -0.087 -2.236
H: -4.139 -0.908 -3.085
H: 3.709 2.809 -1.799
H: 5.271 -2.994 1.461
H: 3.311 1.209 1.446
H: 2.636 -1.504 0.962
H: 2.772 -2.574 -2.638
H: 3.387 5.169 -0.144
H: 2.229 -5.106 -2.204
H: -2.133 -0.970 -0.006
H: -4.227 5.044 -2.341
H: -2.543 -2.594 0.515
H: -1.511 -7.050 -1.399
H: -4.307 -1.700 -0.885
H: 4.364 2.608 1.208
H: -0.174 3.298 -0.349
H: 0.825 -7.145 -2.143
H: 2.077 5.319 1.028
H: 3.079 2.668 2.417
H: -2.554 -4.912 -0.724
H: 2.045 2.607 -2.354
H: -3.592 5.407 1.854
H: -3.135 2.812 -2.351
H: -2.811 3.543 3.112
H: 4.354 -3.112 -0.993
H: 2.939 -3.754 -0.167

HOMO-LUMO gap (spin up / spin down) (eV): 7.471 / 6.315
LUMO energy (spin up / spin down) (eV): -1.7 / -2.8
Multiplicity: 2
HOMO level (spin up / spin down) (eV): -9.179 / -9.130
Relative energy (zero: lowest compared OMol25 entry of this formula, charge and spin) (kcal per mole): 0.07



No. 6
Molecular formula: C5H10N2O2
Method: DFT, ωB97M-V with the def2-TZVPD basis set

Geometry (Å):
O: 1.432 -0.985 -0.670
O: 3.319 -0.014 0.241
N: 1.343 1.048 0.359
N: 2.136 0.140 0.023
C: -0.330 -1.954 0.412
C: -1.020 0.697 1.080
C: 0.082 -0.841 -0.491
C: -0.364 1.522 -1.157
C: 0.004 0.622 -0.029
H: 0.007 -1.826 1.416
H: -1.153 1.733 1.412
H: 0.463 1.551 -1.960
H: -1.361 -1.982 0.323
H: -0.535 0.125 2.031
H: -1.915 0.094 0.926
H: -1.284 1.283 -1.568
H: -0.340 -0.865 -1.487
H: -0.040 -2.872 0.009
H: -0.444 2.523 -0.871

HOMO-LUMO gap (eV): 10.762
LUMO energy (eV): 0.7
HOMO level (eV): -10.030
Structure (SMILES): C[C@@H]1O[N+]([O-])=NC1(C)C
Relative energy (zero: lowest compared OMol25 entry of this formula, charge and spin) (kcal per mole): 124.95



No. 7
Molecular formula: CH4S
Method: DFT, ωB97M-V with the def2-TZVPD basis set

Geometry (Å):
S: 1.162 -0.866 -0.159
C: -0.460 0.031 0.052
H: -0.313 0.714 0.895
H: -1.016 0.523 -0.757
H: 1.724 0.296 -0.601
H: -1.097 -0.698 0.571

HOMO-LUMO gap (eV): 10.163
LUMO energy (eV): 1.0
HOMO level (eV): -9.168
Structure (SMILES): CS
Relative energy (zero: lowest compared OMol25 entry of this formula, charge and spin) (kcal per mole): 6.38



No. 8
Molecular formula: C4H8O2
Method: DFT, ωB97M-V with the def2-TZVPD basis set

Geometry (Å):
O: 1.071 1.692 0.255
O: 0.260 -0.780 1.029
C: -0.266 -0.257 -0.201
C: 0.840 0.016 1.962
C: -0.448 -1.424 -1.152
C: 0.794 0.714 -0.722
H: -1.206 0.306 -0.065
H: 0.026 0.557 2.549
H: 1.701 0.166 -1.021
H: -1.142 -2.161 -0.743
H: 0.512 -1.917 -1.343
H: -0.845 -1.060 -2.106
H: 1.779 1.356 0.840
H: 0.391 1.218 -1.606

HOMO-LUMO gap (spin up / spin down) (eV): 8.514 / 8.514
LUMO energy (spin up / spin down) (eV): 0.3 / 0.3
HOMO level (spin up / spin down) (eV): -8.238 / -8.237
Relative energy (zero: lowest compared OMol25 entry of this formula, charge and spin) (kcal per mole): 111.12



No. 9
Molecular formula: C3H8IP
Method: DFT, ωB97M-V with the def2-TZVPD basis set

Geometry (Å):
I: 3.224 -0.561 -0.421
P: 1.813 1.199 0.473
C: -1.154 0.052 0.079
C: -0.015 0.805 -0.683
C: -0.659 -1.228 0.695
H: -0.220 1.827 -0.872
H: -0.420 -2.164 0.016
H: -1.961 -0.296 -0.516
H: 0.268 0.347 -1.582
H: -1.587 -1.692 1.123
H: 2.156 2.066 -0.605
H: -1.560 0.695 0.928
H: 0.116 -1.051 1.365

HOMO-LUMO gap (eV): 9.099
LUMO energy (eV): 0.2
HOMO level (eV): -8.941
Structure (SMILES): CCCPI
Relative energy (zero: lowest compared OMol25 entry of this formula, charge and spin) (kcal per mole): 39.72



No. 10
Molecular formula: C37H17F18OSi
Method: DFT, ωB97M-V with the def2-TZVPD basis set

Geometry (Å):
Si: -0.116 -1.493 1.725
F: 3.327 3.116 8.085
F: 1.201 -3.838 6.288
F: -4.751 1.460 -0.617
F: -4.699 1.017 2.090
F: 0.690 -3.936 3.654
F: 5.329 3.045 7.186
F: 2.017 -6.000 -0.074
F: -2.672 -5.868 0.721
F: 0.980 -1.462 7.658
F: 2.221 -3.423 0.697
F: -0.507 0.675 3.699
F: 0.093 0.794 6.356
F: -0.830 -1.143 -1.113
F: -2.775 -0.571 3.170
F: 4.336 4.975 7.548
F: -0.436 -7.256 -0.086
F: -2.445 -3.345 1.595
F: -2.838 0.325 -2.239
O: 0.736 -0.119 1.160
C: -0.129 -3.234 1.035
C: -1.475 -5.254 0.648
C: 2.053 2.945 1.645
C: -0.340 2.761 0.515
C: 1.844 0.382 0.701
C: 0.265 -0.366 5.677
C: -1.002 5.142 1.821
C: -3.838 0.618 -0.093
C: 4.347 3.850 4.648
C: 1.761 2.847 4.300
C: 0.606 3.392 1.351
C: 0.693 -1.514 6.346
C: 0.204 -1.590 3.551
C: -2.846 0.080 -0.913
C: 3.825 3.658 3.375
C: -2.745 -0.300 1.842
C: 0.248 4.574 2.010
C: 4.118 3.688 7.129
C: -1.557 3.398 0.267
C: 3.544 3.589 5.751
C: -1.341 -3.933 1.052
C: 2.505 3.230 3.190
C: 0.977 -3.977 0.618
C: 3.955 1.416 1.218
C: -1.806 -0.621 -0.315
C: 2.895 -0.544 0.156
C: -0.341 -5.954 0.234
C: 4.218 0.244 0.283
C: -1.697 -0.784 1.067
C: 0.850 -2.709 5.640
C: 2.250 3.133 5.577
C: -1.914 4.564 0.934
C: 0.897 -5.310 0.227
C: 0.608 -2.729 4.271
C: 2.455 1.609 1.451
C: 0.014 -0.435 4.315
C: -3.791 0.427 1.288
H: 4.520 2.248 0.780
H: -0.182 1.767 0.108
H: 2.604 -0.790 -0.871
H: 2.747 3.639 1.140
H: 3.057 -1.466 0.754
H: 0.922 5.024 2.749
H: 4.437 3.906 2.495
H: 5.351 4.241 4.748
H: 2.253 1.121 2.440
H: 1.599 3.020 6.428
H: -2.856 5.082 0.731
H: 0.767 2.413 4.191
H: 4.379 1.305 2.222
H: 5.094 -0.317 0.631
H: -1.222 6.061 2.351
H: -2.237 2.992 -0.467
H: 4.436 0.531 -0.754

HOMO-LUMO gap (eV): 6.718
LUMO energy (eV): -5.3
Total charge: +1
HOMO level (eV): -12.026
Relative energy (zero: lowest compared OMol25 entry of this formula, charge and spin) (kcal per mole): 9.66



No. 11
Molecular formula: C27H32N6O2
Method: DFT, ωB97M-V with the def2-TZVPD basis set

Geometry (Å):
O: 1.245 -0.171 -1.158
O: 0.801 -4.447 -0.468
N: -0.368 -2.539 -0.783
N: 4.145 -3.590 -0.258
N: 2.675 -1.883 -0.758
N: 4.278 -1.071 -2.858
N: -2.219 -0.499 -0.145
N: -1.181 1.776 1.310
C: -4.713 3.175 4.492
C: -3.239 4.831 3.316
C: 3.140 -0.361 -2.539
C: 4.872 -0.481 -3.925
C: -3.209 -1.404 -0.708
C: 0.685 -3.243 -0.351
C: -2.915 2.510 2.875
C: -2.375 0.859 -0.639
C: 5.237 -4.286 -0.506
C: -0.307 4.501 0.957
C: -2.797 -2.874 -0.616
C: -1.514 -3.165 -1.396
C: 4.122 0.609 -4.298
C: -1.887 2.785 1.972
C: 3.832 -2.570 -1.043
C: 2.271 -0.760 -1.460
C: 3.028 0.691 -3.429
C: -1.218 1.730 -0.138
C: -3.593 3.511 3.551
C: -1.143 0.436 1.843
C: 6.095 -4.004 -1.559
C: 1.792 -2.381 0.283
C: 4.656 -2.178 -2.123
C: 5.801 -2.924 -2.374
C: -2.248 -0.484 1.308
C: -1.497 4.124 1.791
C: -2.196 5.119 2.455
H: 6.973 -4.604 -1.734
H: -1.897 6.149 2.310
H: 5.777 -0.859 -4.354
H: -3.206 1.487 3.060
H: -2.657 -3.170 0.424
H: -2.073 -1.495 1.681
H: 2.243 1.419 -3.433
H: 0.199 5.354 1.406
H: -1.620 -2.802 -2.425
H: -0.279 1.299 -0.495
H: 4.342 1.272 -5.111
H: -4.619 2.157 4.863
H: -3.762 5.630 3.821
H: -3.336 1.300 -0.312
H: -4.194 -1.271 -0.224
H: -1.336 2.733 -0.541
H: 2.386 -3.005 0.950
H: -0.178 0.011 1.540
H: -1.319 -4.240 -1.418
H: -3.604 -3.480 -1.030
H: -5.672 3.263 3.980
H: 6.452 -2.663 -3.194
H: -4.723 3.859 5.338
H: -3.325 -1.148 -1.765
H: 0.391 3.671 0.892
H: -3.237 -0.150 1.671
H: -0.600 4.790 -0.053
H: 5.425 -5.104 0.174
H: -1.175 0.474 2.933
H: 1.363 -1.524 0.806
H: -0.437 -1.533 -0.652
H: -2.357 0.838 -1.731

HOMO-LUMO gap (eV): 7.757
LUMO energy (eV): 0.2
HOMO level (eV): -7.532
Structure (SMILES): Cc1ccc(C)c(N2CCN(CCCNC(=O)Cn3c(=O)c4cccn4c4cccnc43)CC2)c1
Relative energy (zero: lowest compared OMol25 entry of this formula, charge and spin) (kcal per mole): 10.85



No. 12
Molecular formula: C5H6O
Method: DFT, ωB97M-V with the def2-TZVPD basis set

Geometry (Å):
O: 1.322 1.053 -2.101
C: -1.622 -1.737 1.480
C: -0.111 -0.664 -0.347
C: 1.060 1.516 -1.018
C: -0.733 -1.384 0.740
C: 0.376 0.743 0.083
H: -0.433 1.353 0.504
H: -1.044 -0.813 -0.918
H: 1.115 0.687 0.910
H: 1.343 2.565 -0.771
H: -1.919 -2.164 2.398
H: 0.645 -1.156 -0.961

HOMO-LUMO gap (eV): 10.711
LUMO energy (eV): 0.8
HOMO level (eV): -9.892
Structure (SMILES): C#CCCC=O
Relative energy (zero: lowest compared OMol25 entry of this formula, charge and spin) (kcal per mole): 58.85



No. 13
Molecular formula: C3H6N2
Method: DFT, ωB97M-V with the def2-TZVPD basis set

Geometry (Å):
N: 1.319 -0.704 0.097
N: 2.470 0.030 -0.062
C: 0.208 -0.035 -0.297
C: -2.143 0.170 0.101
C: -1.077 -0.666 -0.159
H: 0.232 1.077 -0.570
H: 3.209 -0.185 0.702
H: -2.132 1.212 0.445
H: -1.161 -1.773 -0.246
H: 2.170 1.162 -0.187
H: -3.096 -0.287 0.177

HOMO-LUMO gap (eV): 8.755
LUMO energy (eV): 0.6
HOMO level (eV): -8.163
Structure (SMILES): C=C/C=N/N
Relative energy (zero: lowest compared OMol25 entry of this formula, charge and spin) (kcal per mole): 69.45



No. 14
Molecular formula: C5H4ClFN2O
Method: DFT, ωB97M-V with the def2-TZVPD basis set

Geometry (Å):
Cl: 0.704 -2.179 -2.323
F: 0.947 2.793 -1.942
O: -1.560 -1.033 -2.851
N: 0.062 0.126 0.648
N: -1.162 -1.478 -0.666
C: 0.521 0.900 -0.390
C: 0.560 0.570 1.948
C: -0.920 -1.306 -1.935
C: 0.677 1.828 -1.164
C: -0.724 -0.963 0.429
H: 1.442 0.079 2.098
H: -0.119 0.270 2.875
H: 0.783 1.691 1.829
H: -1.212 -1.297 1.443

HOMO-LUMO gap (eV): 9.797
LUMO energy (eV): 0.4
HOMO level (eV): -9.410
Structure (SMILES): CN(C#CF)/C=N\C(=O)Cl
Relative energy (zero: lowest compared OMol25 entry of this formula, charge and spin) (kcal per mole): 65.92